{"formula": "C24H29ClF5NO6", "method": "wB97M-V/def2-TZVPD", "energy_ha": -2396.8488, "e_homo_ev": -8.76, "max_force_ev_per_a": 8.541, "lumo_energy_ev": -2.421, "homo_lumo_gap_ev": 6.3, "symbols": ["O", "N", "O", "C", "C", "C", "Cl", "C", "O", "C", "C", "C", "C", "C", "C", "C", "C", "C", "C", "C", "C", "C", "C", "F", "F", "C", "F", "F", "F", "C", "O", "H", "H", "H", "H", "H", "H", "H", "H", "H", "H", "H", "H", "H", "H", "H", "H", "H", "C", "C", "O", "H", "H", "H", "H", "H", "H", "C", "C", "O", "H", "H", "H", "H", "H", "H"], "positions_angstrom": [[-0.662265, 2.225987, -3.722128], [-0.393919, 2.318962, -2.514938], [0.825316, 2.892905, -2.493278], [1.541301, 2.629985, -1.233786], [1.989810, 1.064987, -1.007984], [2.669409, 0.291497, -2.084051], [3.142994, 0.970050, -3.767784], [3.040989, -1.280396, -1.797556], [4.015652, -1.862824, -2.524007], [2.166042, -2.125339, -0.649782], [2.082168, -3.747656, -0.870369], [1.436400, -4.171831, -2.317803], [-0.081086, -3.611848, -2.590187], [-1.309408, -4.736188, -2.744041], [-2.865406, -4.235030, -3.068718], [-3.280315, -2.653732, -3.251811], [-2.080377, -1.526504, -3.053644], [-0.524085, -2.036075, -2.729259], [1.499968, -1.355393, 0.456836], [0.655271, -2.220395, 1.564030], [-0.039066, -1.336234, 2.757147], [-0.589348, -2.444719, 3.882140], [-2.008064, -2.012429, 4.580886], [-1.831489, -0.670779, 5.185902], [-2.212450, -2.959510, 5.740292], [-3.332353, -2.176191, 3.628463], [-3.252782, -3.352084, 2.700265], [-3.529513, -0.974379, 2.785145], [-4.603031, -2.325111, 4.432211], [1.702731, 0.275292, 0.438253], [1.701296, 1.076235, 1.524871], [0.800477, 2.935405, -0.357825], [2.509653, 3.308519, -1.243576], [3.206935, -4.142533, -0.871567], [1.536258, -4.340196, -0.021753], [1.375979, -5.349765, -2.336353], [2.133297, -3.721700, -3.154524], [-1.077914, -5.891050, -2.622117], [-3.722415, -5.040266, -3.189956], [-4.357350, -2.253364, -3.512956], [-2.375366, -0.378799, -3.150046], [0.289851, -1.180504, -2.596204], [1.399232, -2.984735, 2.099258], [-0.187784, -2.845454, 1.022701], [0.745964, -0.671672, 3.362617], [-0.945222, -0.711167, 2.354957], [0.249802, -2.686116, 4.683285], [-0.760873, -3.451586, 3.282576], [4.122753, 3.018787, 4.070839], [3.692757, 4.345801, 3.480590], [3.566479, 4.231459, 2.070868], [5.078082, 2.698605, 3.642406], [4.229173, 3.091246, 5.156880], [3.392021, 2.236923, 3.839492], [4.436302, 5.119149, 3.695245], [2.731870, 4.666543, 3.894417], [2.897910, 3.548347, 1.890903], [-4.115621, 4.686985, -2.860827], [-3.179034, 5.813640, -2.476496], [-2.357436, 5.412139, -1.390168], [-4.745006, 4.403062, -2.011130], [-4.759317, 4.982147, -3.694252], [-3.550404, 3.795114, -3.150480], [-3.747805, 6.695454, -2.166806], [-2.537271, 6.094606, -3.317108], [-1.850368, 4.633725, -1.678208]], "atomic_forces_ev_per_a": [[-0.495, -0.010, 4.163], [-0.284, -0.353, -5.167], [2.003, -0.428, 1.850], [0.158, -0.026, 2.025], [1.340, -2.405, -2.959], [-1.583, 0.839, 2.903], [-0.816, -1.142, 3.099], [3.608, -2.213, -2.900], [-6.276, 3.464, 4.642], [-1.358, 2.319, 1.706], [0.954, 0.120, -0.115], [-0.689, 0.870, -0.145], [-4.435, 0.539, -0.502], [-1.015, 4.212, -0.422], [2.314, 2.411, 0.201], [4.842, -0.696, 1.108], [0.470, -4.396, 0.260], [-2.298, -1.828, -0.377], [1.817, -1.743, -3.170], [0.329, 0.506, 0.601], [0.102, -0.577, 1.061], [-0.226, -0.439, -1.092], [2.035, -0.817, 2.373], [-1.214, -3.782, -1.973], [0.219, 2.734, -3.259], [-3.142, 0.487, -1.316], [-0.120, 4.065, 3.366], [0.788, -4.026, 2.701], [4.585, 0.415, -2.851], [0.356, 3.364, 3.405], [-0.239, -5.035, -6.381], [1.862, -0.681, -1.662], [-2.225, -1.398, -0.063], [-2.372, 0.924, -0.071], [0.898, 1.622, -1.467], [0.270, 2.488, -0.180], [-1.364, -1.220, 1.604], [-0.577, 2.736, -0.331], [2.096, 1.800, 0.303], [2.408, -1.228, 0.640], [1.003, -2.749, 0.249], [-1.908, -2.080, -0.370], [-1.510, 1.652, -1.329], [1.778, 1.351, 0.915], [-1.846, -1.233, -1.827], [1.941, -1.052, 0.769], [-2.146, 0.794, -1.419], [0.014, 1.996, 1.456], [0.133, -0.140, 0.176], [-0.129, -0.327, -0.027], [-0.216, -0.059, -0.405], [-0.085, 0.129, 0.080], [-0.013, -0.073, -0.063], [-0.022, 0.094, 0.089], [-0.127, -0.056, -0.218], [0.070, 0.057, 0.197], [0.327, 0.257, 0.129], [-0.239, -0.063, -0.062], [0.042, -0.337, -0.112], [0.374, -0.179, 0.189], [0.056, 0.133, -0.103], [0.039, -0.099, 0.037], [-0.016, 0.100, -0.104], [0.213, -0.117, 0.111], [-0.151, 0.105, -0.121], [-0.306, 0.428, 0.157]], "mulliken_charge": [-0.3722, 0.1493, -0.0510, -0.5205, 0.5086, 0.0213, -0.1306, 0.3202, -0.5642, -0.2401, -0.5578, -0.6143, 0.4842, -0.5522, -0.3579, -0.4307, -0.3111, 0.0245, 0.9205, -0.6879, -0.2238, -0.8851, 0.5640, -0.2658, -0.3032, 0.6689, -0.2409, -0.2258, -0.2381, -0.1238, -0.5676, 0.2701, 0.2835, 0.3333, 0.2587, 0.3656, 0.2751, 0.1993, 0.2710, 0.2829, 0.2471, 0.1043, 0.3058, 0.3905, 0.1948, 0.2857, 0.4085, 0.3219, -0.8062, -0.2079, -0.4961, 0.2523, 0.3370, 0.1443, 0.2843, 0.2450, 0.2495, -0.8488, -0.2138, -0.4868, 0.2594, 0.3124, 0.2080, 0.2873, 0.2467, 0.2387]}